# 1
68
Properties=species:S:1:pos:R:3 method="wB97M-V/def2-TZVPD" lumo_ev=-1.47 max_force_ev_per_a=8.7
C 7.213 -2.368 -0.703
C 6.000 -1.781 0.276
O 4.755 -1.571 -0.486
P 4.702 0.052 -1.162
O 5.903 0.281 -2.211
C 3.064 0.303 -2.170
C 1.995 -0.928 -1.922
C 0.439 -0.567 -2.286
N -0.001 0.881 -2.405
C -0.417 1.332 -0.989
C -1.725 2.260 -1.325
C -1.826 3.564 -0.284
O -2.897 3.848 0.461
C -0.582 -0.035 -0.088
P -1.717 -0.050 1.445
C -2.362 -1.832 1.849
O -3.218 0.855 1.155
C -0.762 -1.148 -1.277
Br -0.175 -3.039 -1.006
B -2.275 -1.369 -1.955
O -2.260 -1.509 -3.454
N -3.564 -1.472 -1.159
C -4.107 -2.910 -1.212
C -4.571 -0.490 -1.714
O 4.936 1.236 0.095
C 3.711 1.481 0.872
C 3.234 3.027 0.539
H 8.215 -2.075 -0.171
H 7.085 -3.547 -0.744
H 7.134 -1.986 -1.812
H 5.798 -2.614 1.104
H 6.420 -0.822 0.802
H 2.556 1.267 -1.683
H 3.247 0.568 -3.294
H 2.397 -1.839 -2.578
H 2.161 -1.270 -0.790
H 0.335 -0.989 -3.397
H -0.757 0.935 -3.154
H 0.667 1.606 -2.748
H 0.315 2.075 -0.443
H -1.703 2.753 -2.411
H -2.751 1.656 -1.288
H -0.917 4.332 -0.222
H 0.517 -0.209 0.345
H -3.468 -1.967 1.490
H -1.627 -2.682 1.522
H -2.397 -1.877 3.041
H -3.724 0.801 2.042
H -2.364 -2.495 -3.699
H -3.226 -3.618 -1.596
H -4.397 -3.241 -0.119
H -4.989 -3.048 -1.968
H -5.625 -0.961 -1.925
H -4.213 0.046 -2.698
H -4.757 0.370 -0.909
H 2.871 0.677 0.728
H 4.034 1.485 2.018
H 3.885 3.419 -0.370
H 2.098 3.134 0.276
H 3.487 3.748 1.447
C -4.050 1.421 6.265
F -3.278 1.199 7.377
F -5.306 0.974 6.588
F -4.157 2.784 6.152
S -3.361 0.613 4.727
O -3.317 -0.825 5.024
O -2.030 1.203 4.535
O -4.302 0.950 3.650

---

# 2
60
Properties=species:S:1:pos:R:3 method="wB97M-V/def2-TZVPD" lumo_ev="5.06 / 5.06" e_above_lowest_kj_mol=30.2 max_force_ev_per_a=0.9 charge=-2
Fe 0.292 1.180 -1.125
C -1.247 3.008 1.757
C -2.030 1.925 1.071
C -3.370 1.704 1.372
C -4.043 0.704 0.666
C -3.392 -0.020 -0.301
C -2.027 0.259 -0.584
N -1.370 1.202 0.175
N -1.248 -0.267 -1.512
Si -1.400 -1.749 -2.317
C -2.861 -1.843 -3.526
C -1.675 -3.164 -1.079
C 0.161 -2.108 -3.291
H -1.314 3.926 1.170
H -0.194 2.730 1.807
H -1.630 3.200 2.762
H -3.869 2.306 2.121
H -5.092 0.507 0.869
H -3.912 -0.770 -0.884
H -3.826 -1.806 -3.015
H -2.821 -2.768 -4.111
H -2.813 -0.998 -4.217
H -2.578 -2.999 -0.485
H -0.829 -3.218 -0.387
H -1.766 -4.132 -1.582
H -0.051 -2.252 -4.355
H 0.661 -3.011 -2.926
H 0.854 -1.269 -3.188
O 3.689 1.156 -1.366
N 3.173 0.679 -2.388
O 1.929 0.537 -2.364
C -0.917 -1.415 2.583
C 0.480 -1.888 2.181
Sb 1.415 -0.457 0.831
C 3.216 -1.620 0.485
C 3.919 -2.212 1.699
C 2.205 0.742 2.467
C 2.876 2.007 1.938
H -1.415 -2.118 3.260
H -1.555 -1.282 1.706
H -0.877 -0.445 3.086
H 0.427 -2.846 1.655
H 1.126 -2.024 3.054
H 3.870 -0.958 -0.084
H 2.902 -2.413 -0.201
H 4.209 -1.438 2.412
H 4.835 -2.746 1.418
H 3.279 -2.921 2.232
H 2.890 0.134 3.065
H 1.355 0.976 3.115
H 3.618 1.774 1.173
H 3.363 2.580 2.737
H 2.148 2.658 1.452
C 0.706 3.459 -1.142
H 0.381 4.172 -0.376
H 1.465 3.915 -1.780
H 1.268 2.701 -0.529
F -0.294 2.934 -3.437
B -0.495 2.785 -2.022
F -1.805 3.294 -1.749

---

# 3
78
Properties=species:S:1:pos:R:3 method="wB97M-V/def2-TZVPD" lumo_ev=-5.38 max_force_ev_per_a=17.8
N -0.173 -3.982 0.443
P -1.145 -2.477 0.343
O -2.002 -2.568 -1.159
C -0.017 -0.986 0.386
C -0.409 0.147 1.436
C 0.587 1.291 1.358
N 1.687 1.282 0.508
N 2.097 0.354 -0.424
C 1.220 -0.684 -0.435
C 1.613 -1.802 -1.502
O 0.564 -2.085 -2.430
N 0.498 -3.424 -2.746
O 0.722 -3.600 -3.889
H 0.530 -4.031 -0.316
H -0.868 -4.705 0.182
H -2.098 -1.635 -1.440
H -1.269 0.164 2.154
H 0.414 2.185 2.028
H 2.306 2.097 0.567
H 1.986 -2.723 -0.908
H 2.527 -1.472 -2.146
Br -1.370 -4.095 2.489
Na 3.681 -2.540 -2.614
O 4.745 -5.787 -1.311
H 5.120 -6.489 -1.848
C 5.090 2.801 1.566
C 5.435 2.736 0.077
O 6.572 3.582 -0.076
S 7.468 3.531 1.284
O 8.533 2.585 1.083
O 7.688 4.862 1.727
O 6.345 2.839 2.247
H 4.549 3.718 1.805
H 4.502 1.935 1.892
H 4.614 3.075 -0.553
H 5.726 1.722 -0.220
K 6.588 1.155 1.625
O 6.981 4.616 5.038
H 7.473 4.684 4.216
C 7.147 -3.516 4.757
C 6.742 -2.889 3.425
O 5.709 -2.160 3.452
O 7.479 -3.167 2.460
H 6.460 -3.231 5.557
H 7.144 -4.604 4.670
H 8.152 -3.187 5.030
Ca 1.209 -0.731 2.975
O -6.580 3.109 -1.458
P -5.797 2.008 -2.172
O -5.652 2.738 -3.661
C -5.139 4.060 -3.780
C -3.633 4.072 -3.958
O -7.078 1.009 -2.486
C -8.251 1.075 -1.674
C -9.276 2.021 -2.266
O -4.831 0.722 -2.740
C -3.422 0.792 -2.794
C -2.779 1.296 -1.517
H -5.424 4.678 -2.926
H -5.600 4.498 -4.669
H -3.132 3.711 -3.056
H -3.269 5.083 -4.158
H -3.332 3.429 -4.788
H -7.988 1.361 -0.649
H -8.670 0.070 -1.614
H -8.828 2.949 -2.633
H -10.043 2.276 -1.531
H -9.767 1.559 -3.126
H -3.120 1.379 -3.662
H -3.064 -0.225 -2.987
H -3.239 2.225 -1.165
H -1.713 1.475 -1.678
H -2.885 0.557 -0.717
C -3.258 -6.436 5.290
O -2.115 -6.735 4.820
O -3.761 -5.323 4.697
O -3.929 -6.990 6.165
H -2.976 -5.234 4.130